(1)
{"formula": "C37H42BrCl57NO3", "method": "ωB97M-V/def2-TZVPD", "elements": ["C", "O", "C", "C", "C", "C", "C", "C", "C", "C", "N", "Cl", "C", "C", "C", "C", "C", "C", "C", "O", "C", "C", "O", "C", "Br", "C", "C", "C", "C", "H", "H", "H", "H", "H", "H", "H", "H", "H", "H", "H", "H", "H", "H", "H", "H", "H", "H", "H", "H", "H", "H", "H", "H", "H", "H", "H", "H", "H", "H", "H", "H", "H", "H", "H", "H", "H", "H", "H", "H", "H", "H", "C", "Cl", "Cl", "Cl", "Cl", "C", "Cl", "Cl", "Cl", "Cl", "C", "Cl", "Cl", "Cl", "Cl", "C", "Cl", "Cl", "Cl", "Cl", "C", "Cl", "Cl", "Cl", "Cl", "C", "Cl", "Cl", "Cl", "Cl", "C", "Cl", "Cl", "Cl", "Cl", "C", "Cl", "Cl", "Cl", "Cl", "C", "Cl", "Cl", "Cl", "Cl", "C", "Cl", "Cl", "Cl", "Cl", "C", "Cl", "Cl", "Cl", "Cl", "C", "Cl", "Cl", "Cl", "Cl", "C", "Cl", "Cl", "Cl", "Cl", "C", "Cl", "Cl", "Cl", "Cl"], "positions_angstrom": [[-4.799, 1.757, 1.729], [-5.168, 0.878, 2.770], [-5.634, -0.363, 2.300], [-4.529, -1.198, 1.656], [-5.016, -2.558, 1.128], [-4.845, -3.747, 2.085], [-3.566, -3.761, 2.939], [-2.206, -3.717, 2.182], [-2.190, -4.392, 0.810], [-0.891, -4.210, 0.004], [-1.187, -4.589, -1.413], [-2.337, -5.728, -1.958], [-0.509, -3.999, -2.299], [0.457, -3.115, -1.563], [1.291, -2.080, -2.344], [0.574, -0.787, -2.723], [-0.524, -0.950, -3.774], [-0.874, 0.435, -4.371], [-1.320, 0.376, -5.836], [-2.734, 0.554, -6.045], [-3.507, -0.112, -5.153], [-4.473, 0.772, -4.402], [-3.405, -1.255, -4.962], [-0.294, -2.767, -0.243], [-1.858, -1.639, -0.537], [0.632, -2.473, 0.930], [1.242, -1.077, 0.971], [0.223, 0.045, 1.304], [2.265, -1.096, 2.134], [-3.708, 1.686, 1.606], [-5.211, 1.461, 0.765], [-5.015, 2.799, 1.950], [-6.142, -0.914, 3.091], [-6.387, -0.159, 1.525], [-3.655, -1.236, 2.305], [-4.224, -0.618, 0.784], [-4.587, -2.713, 0.141], [-6.089, -2.451, 0.952], [-5.679, -3.708, 2.785], [-4.933, -4.707, 1.572], [-3.602, -2.884, 3.580], [-3.555, -4.644, 3.574], [-1.872, -2.684, 2.153], [-1.484, -4.248, 2.806], [-2.277, -5.466, 0.997], [-3.029, -4.136, 0.173], [-0.062, -4.823, 0.361], [-0.628, -4.150, -3.359], [1.227, -3.823, -1.208], [2.167, -1.830, -1.752], [1.602, -2.554, -3.276], [1.333, -0.131, -3.158], [0.198, -0.235, -1.866], [-1.406, -1.387, -3.308], [-0.165, -1.537, -4.619], [0.049, 1.013, -4.360], [-1.563, 0.992, -3.737], [-0.976, -0.532, -6.319], [-0.844, 1.203, -6.345], [-5.425, 0.283, -4.245], [-4.617, 1.673, -4.992], [-3.969, 1.035, -3.474], [0.191, -2.663, 1.905], [1.465, -3.176, 0.835], [1.815, -0.807, 0.085], [-0.162, 0.450, 0.370], [-0.632, -0.405, 1.811], [0.657, 0.841, 1.892], [2.402, -0.108, 2.542], [3.196, -1.584, 1.865], [1.809, -1.684, 2.937], [3.733, 1.652, 5.012], [3.927, 1.810, 6.757], [2.063, 1.209, 4.634], [4.125, 3.186, 4.228], [4.808, 0.387, 4.391], [3.597, -5.485, 3.032], [3.787, -3.794, 3.516], [4.955, -5.988, 2.025], [3.528, -6.500, 4.471], [2.087, -5.672, 2.109], [6.263, -2.165, 0.610], [6.187, -1.077, 1.999], [4.659, -2.884, 0.362], [6.724, -1.247, -0.826], [7.449, -3.446, 0.896], [-7.086, 4.151, -0.530], [-6.789, 5.328, 0.751], [-7.756, 2.672, 0.168], [-8.225, 4.821, -1.699], [-5.551, 3.766, -1.341], [7.393, -4.242, 5.637], [7.479, -6.002, 5.770], [6.059, -3.636, 6.630], [8.906, -3.538, 6.203], [7.096, -3.803, 3.940], [-1.437, 3.179, 5.221], [-1.375, 2.029, 3.872], [-2.796, 4.282, 4.974], [-1.634, 2.293, 6.735], [0.067, 4.104, 5.274], [0.279, -0.223, -9.986], [-0.908, 0.060, -8.698], [-0.473, -1.188, -11.260], [0.807, 1.326, -10.648], [1.684, -1.096, -9.352], [-6.193, 7.193, -4.875], [-5.985, 5.752, -3.870], [-5.884, 6.784, -6.567], [-7.847, 7.790, -4.704], [-5.057, 8.442, -4.353], [3.217, 1.837, -5.926], [4.202, 0.544, -5.195], [2.446, 2.753, -4.630], [4.227, 2.912, -6.886], [1.996, 1.103, -6.975], [11.279, -1.387, 2.987], [9.807, -2.350, 3.162], [12.314, -1.635, 4.397], [12.141, -1.885, 1.526], [10.849, 0.324, 2.864], [-4.591, 4.607, 9.251], [-4.048, 4.689, 7.569], [-4.297, 2.980, 9.880], [-3.694, 5.783, 10.218], [-6.319, 4.968, 9.336], [3.531, 2.942, -0.356], [1.866, 3.444, -0.027], [3.573, 1.995, -1.849], [4.554, 4.367, -0.541], [4.133, 1.962, 0.984], [-2.787, 7.221, 2.371], [-1.903, 7.765, 3.800], [-4.261, 6.383, 2.875], [-3.212, 8.614, 1.372], [-1.771, 6.110, 1.439], [8.612, 2.616, -5.363], [7.008, 1.906, -5.123], [9.730, 1.969, -4.157], [9.193, 2.217, -6.982], [8.507, 4.372, -5.189]], "forces_ev_per_angstrom": [[1.38, -0.44, -0.19], [-0.47, 0.16, 0.46], [-0.05, -0.13, -0.55], [-0.26, 0.34, -0.48], [-0.16, 0.27, 0.36], [0.31, 0.02, 0.27], [0.25, 0.02, -0.67], [-0.28, 0.02, 0.33], [0.61, -0.50, 0.31], [-1.19, 0.76, 0.08], [-0.92, -1.41, -0.83], [-0.02, -0.04, 0.62], [1.26, 1.48, 0.74], [0.97, 0.78, -0.35], [-1.10, 0.32, 0.07], [0.30, 0.08, -0.58], [0.09, 0.97, 0.32], [0.27, -0.62, -0.05], [-0.02, 0.30, 0.50], [0.37, 0.71, 0.28], [-0.97, 2.78, -0.26], [0.26, 0.34, -1.05], [0.61, -3.73, 0.69], [-0.35, -2.18, 0.21], [0.27, 0.27, -0.08], [0.45, 1.03, -0.89], [0.67, 1.01, 1.55], [-0.20, -0.92, -1.05], [-0.76, -0.61, -0.09], [0.00, 0.18, -0.07], [-0.39, 0.13, 0.01], [-0.38, -0.05, 0.24], [0.15, 0.23, 0.35], [-0.13, -0.21, 0.00], [-0.02, -0.14, 0.12], [0.23, 0.04, -0.05], [0.19, -0.28, 0.00], [-0.06, -0.06, -0.18], [-0.05, -0.15, 0.11], [-0.12, 0.09, -0.23], [0.12, -0.08, 0.30], [-0.25, -0.04, 0.10], [-0.04, 0.09, -0.32], [0.16, 0.10, 0.05], [-0.10, -0.08, -0.11], [-0.10, 0.34, 0.10], [-0.05, -0.26, -0.05], [-0.03, -0.11, -0.15], [-0.10, -0.19, -0.06], [0.17, -0.21, -0.01], [0.29, -0.12, 0.05], [0.14, -0.02, 0.01], [-0.05, -0.09, 0.23], [-0.10, -0.32, -0.34], [-0.01, -0.42, 0.15], [0.08, 0.13, -0.05], [-0.19, 0.01, -0.06], [-0.04, -0.27, 0.22], [-0.21, 0.20, -0.22], [0.01, -0.18, 0.27], [-0.12, 0.20, 0.19], [-0.19, 0.04, 0.21], [-0.34, -0.06, -0.09], [-0.04, -0.14, 0.01], [-0.24, -0.14, -0.33], [-0.12, 0.32, 0.12], [-0.03, 0.25, 0.32], [0.11, 0.14, 0.12], [0.45, 0.14, -0.23], [0.00, 0.25, 0.09], [0.15, 0.04, 0.21], [-0.02, 0.11, 0.02], [0.00, -0.06, -0.11], [-0.04, 0.16, 0.25], [-0.02, -0.01, 0.13], [-0.03, 0.04, 0.19], [0.29, 0.04, 0.26], [-0.24, -0.28, 0.04], [-0.10, -0.01, 0.02], [-0.05, 0.04, -0.07], [-0.07, -0.03, -0.04], [0.14, 0.07, -0.10], [0.10, -0.09, -0.19], [0.17, -0.11, -0.40], [-0.05, -0.03, 0.04], [-0.21, 0.14, -0.29], [-0.12, 0.05, 0.01], [0.01, -0.07, -0.10], [-0.10, 0.03, -0.03], [-0.05, -0.13, 0.22], [-0.02, -0.05, 0.09], [-0.05, -0.02, 0.08], [-0.04, 0.04, -0.04], [-0.01, -0.01, -0.04], [-0.10, -0.04, 0.00], [0.24, -0.16, 0.50], [0.01, 0.02, 0.13], [0.00, -0.01, -0.03], [0.33, -0.21, -0.48], [0.02, 0.00, -0.10], [-0.06, 0.06, -0.03], [-0.11, -0.03, -0.25], [0.27, -0.08, -0.68], [0.02, 0.03, 0.03], [-0.01, -0.03, 0.06], [-0.15, -0.08, -0.05], [0.02, 0.00, -0.05], [0.16, 0.19, -0.24], [-0.01, 0.01, 0.04], [0.03, -0.02, 0.01], [-0.03, -0.03, -0.01], [-0.01, 0.06, -0.10], [-0.22, 0.00, -0.07], [-0.19, 0.06, -0.37], [-0.04, -0.07, 0.03], [0.07, 0.08, 0.26], [0.03, 0.00, -0.02], [0.21, 0.17, -0.09], [-0.04, 0.00, -0.03], [-0.02, 0.01, 0.04], [0.00, -0.04, 0.00], [-0.06, 0.09, 0.01], [-0.21, 0.04, 0.54], [0.00, 0.02, -0.02], [-0.02, -0.04, -0.03], [0.05, -0.02, 0.00], [0.10, 0.01, 0.06], [0.01, -0.05, 0.02], [0.09, -0.10, 0.33], [-0.04, -0.02, -0.01], [-0.04, -0.12, -0.05], [0.07, 0.07, 0.03], [-0.03, -0.03, -0.04], [-0.05, 0.09, -0.03], [0.00, -0.08, 0.02], [-0.03, -0.02, 0.02], [0.06, 0.02, 0.02], [0.26, 0.04, 0.05], [-0.04, 0.02, -0.03], [-0.03, 0.01, 0.05], [-0.01, -0.05, 0.00]], "lowdin_charge": [-0.1454, -0.1713, -0.2318, -0.2082, -0.1931, -0.1926, -0.1780, -0.1850, -0.2015, -0.2651, -0.4153, 0.8623, -0.0174, -0.2364, -0.1228, -0.2188, -0.2025, -0.1427, -0.2576, -0.0222, -0.5796, 0.0360, 0.1550, -0.5822, 1.0331, -0.1733, -0.3727, -0.0992, -0.1438, 0.0757, 0.0427, 0.0726, 0.1313, 0.1168, 0.1006, 0.0627, 0.0704, 0.1131, 0.1116, 0.1086, 0.1041, 0.1112, 0.0693, 0.1173, 0.1244, 0.0598, 0.1321, 0.1611, 0.1653, 0.1015, 0.1283, 0.0942, 0.0804, 0.0572, 0.1188, 0.0708, 0.1232, 0.0618, 0.0652, 0.0900, 0.0885, 0.0820, 0.1137, 0.0874, 0.1161, 0.0389, 0.0553, 0.0366, -0.0251, -0.0316, 0.0710, -2.0138, 0.5587, 0.5420, 0.5278, 0.5035, -2.0122, 0.5284, 0.5255, 0.5572, 0.5310, -1.9870, 0.4948, 0.5275, 0.5562, 0.5117, -2.0216, 0.5264, 0.5554, 0.5242, 0.4944, -2.0134, 0.5374, 0.5257, 0.5356, 0.4166, -2.0093, 0.5256, 0.4655, 0.5350, 0.5264, -2.0263, 0.6107, 0.5413, 0.5389, 0.5052, -2.0480, 0.4648, 0.5257, 0.5280, 0.5274, -2.0033, 0.4839, 0.5194, 0.5547, 0.5335, -2.0420, 0.4580, 0.5314, 0.5292, 0.5265, -2.0414, 0.4671, 0.5179, 0.5280, 0.5272, -2.0340, 0.5327, 0.4823, 0.5555, 0.5176, -2.0485, 0.5290, 0.4806, 0.5390, 0.5095, -2.0484, 0.4650, 0.5241, 0.5319, 0.5281], "gap_ha": 0.27739, "total_charge": 1}


(2)
{"formula": "C37H42N4O3", "method": "ωB97M-V/def2-TZVPD", "elements": ["C", "N", "C", "O", "C", "C", "C", "C", "N", "C", "C", "C", "C", "C", "C", "N", "C", "C", "C", "C", "C", "C", "C", "C", "C", "C", "C", "C", "H", "H", "H", "H", "H", "H", "H", "H", "H", "H", "H", "H", "H", "H", "H", "H", "H", "H", "H", "H", "H", "H", "H", "H", "H", "H", "C", "C", "N", "C", "C", "C", "C", "C", "C", "C", "C", "C", "C", "C", "O", "O", "H", "H", "H", "H", "H", "H", "H", "H", "H", "H", "H", "H", "H", "H", "H", "H"], "positions_angstrom": [[-1.922, -4.328, 0.186], [-2.035, -2.924, 0.487], [-3.177, -2.233, 0.199], [-4.181, -2.692, -0.348], [-2.960, -0.797, 0.669], [-3.955, -0.410, 1.785], [-5.365, -0.420, 1.309], [-5.922, 0.326, 0.277], [-7.246, -0.041, 0.116], [-7.570, -1.020, 1.047], [-8.772, -1.681, 1.260], [-8.811, -2.644, 2.277], [-7.662, -2.932, 3.038], [-6.450, -2.267, 2.813], [-6.407, -1.282, 1.824], [-1.558, -0.806, 1.095], [-0.939, 0.314, 1.512], [0.382, 0.335, 1.953], [1.047, 1.452, 2.440], [2.393, 1.455, 2.948], [2.974, 2.642, 3.483], [4.280, 2.655, 3.967], [5.061, 1.485, 3.944], [4.508, 0.301, 3.434], [3.202, 0.280, 2.945], [-0.928, -2.134, 1.025], [-0.547, -2.664, 2.419], [0.265, -2.197, 0.058], [-2.897, -4.693, -0.146], [-1.181, -4.490, -0.605], [-1.603, -4.882, 1.075], [-3.086, -0.110, -0.189], [-3.855, -1.130, 2.615], [-3.665, 0.585, 2.167], [-5.443, 1.061, -0.360], [-7.885, 0.346, -0.572], [-9.633, -1.426, 0.646], [-9.739, -3.177, 2.481], [-7.726, -3.691, 3.817], [-5.545, -2.491, 3.380], [-1.549, 1.225, 1.503], [0.934, -0.602, 1.929], [0.491, 2.391, 2.473], [2.370, 3.551, 3.511], [4.709, 3.577, 4.369], [6.089, 1.496, 4.319], [5.104, -0.616, 3.417], [2.796, -0.655, 2.553], [-1.442, -2.701, 3.055], [-0.127, -3.674, 2.327], [0.192, -2.025, 2.906], [-0.058, -1.947, -0.961], [1.048, -1.484, 0.319], [0.694, -3.208, 0.075], [5.728, 2.422, -1.551], [5.670, 1.762, -2.922], [5.138, 0.391, -2.902], [6.156, -0.657, -2.816], [6.626, -1.144, -4.169], [3.804, 0.042, -2.708], [2.866, 1.135, -2.847], [1.466, 1.004, -2.612], [0.631, 2.238, -2.909], [1.172, 3.531, -3.017], [0.350, 4.638, -3.277], [-1.034, 4.473, -3.401], [-1.588, 3.188, -3.278], [-0.763, 2.086, -3.039], [0.888, -0.017, -2.197], [3.507, -1.140, -2.471], [6.098, 3.444, -1.667], [4.735, 2.456, -1.088], [6.408, 1.875, -0.887], [5.085, 2.384, -3.612], [6.684, 1.666, -3.333], [6.995, -0.227, -2.254], [5.725, -1.496, -2.260], [7.409, -1.892, -4.026], [5.791, -1.608, -4.700], [7.022, -0.324, -4.776], [3.226, 2.008, -3.384], [2.246, 3.673, -2.888], [0.801, 5.628, -3.373], [-1.678, 5.336, -3.588], [-2.667, 3.040, -3.367], [-1.197, 1.088, -2.945]], "forces_ev_per_angstrom": [[0.42, -0.33, -0.08], [-0.80, 0.48, 0.06], [-0.60, -0.75, -0.80], [1.43, 0.82, 0.96], [-0.60, 0.11, -0.57], [0.49, 0.10, 0.20], [-0.85, 0.48, -0.71], [0.20, -0.94, 1.01], [0.00, 0.02, 0.05], [0.63, 0.27, 0.08], [-0.12, -0.34, 0.40], [0.14, 0.49, -0.46], [0.48, 0.18, -0.01], [-0.55, -0.17, 0.06], [-0.23, 0.33, -0.82], [0.95, 2.43, 0.88], [-1.52, -1.58, -0.89], [1.94, 0.72, 0.84], [-1.39, -0.93, -0.54], [1.51, -0.15, 0.50], [-0.36, -0.48, -0.28], [0.18, -0.29, 0.01], [-0.59, 0.13, -0.19], [-0.15, 0.09, -0.02], [-0.14, 0.49, 0.08], [0.45, -1.20, -0.17], [-0.34, 0.11, 0.16], [-0.19, 0.20, -0.20], [0.18, 0.17, 0.08], [-0.18, -0.05, 0.06], [-0.12, 0.01, -0.13], [0.13, -0.33, 0.34], [0.07, 0.29, -0.21], [-0.09, -0.32, -0.01], [-0.25, -0.12, 0.06], [0.40, -0.22, 0.39], [0.02, -0.23, 0.20], [0.24, 0.13, -0.06], [0.06, 0.17, -0.20], [-0.35, -0.08, 0.00], [0.23, -0.33, -0.07], [-0.25, 0.55, -0.02], [0.19, -0.06, -0.02], [0.21, -0.22, -0.03], [-0.22, -0.31, -0.17], [-0.42, 0.02, -0.15], [-0.23, 0.35, -0.02], [0.26, 0.29, 0.10], [0.23, -0.04, -0.10], [-0.12, 0.30, 0.01], [-0.10, -0.25, -0.03], [0.22, 0.02, 0.19], [-0.05, -0.24, -0.27], [-0.15, 0.30, 0.01], [0.04, 0.03, 0.07], [-0.44, -0.68, -0.26], [0.81, -0.02, 0.02], [-0.44, 0.35, 0.35], [-0.05, -0.09, -0.11], [-0.67, -0.09, -0.02], [-0.82, -0.09, -0.10], [1.66, 0.06, -0.39], [-0.59, 0.36, 0.04], [-0.40, 0.03, -0.09], [-0.08, -0.38, 0.10], [0.09, -0.28, 0.05], [0.35, 0.21, 0.03], [0.15, 0.28, 0.03], [-0.72, 0.00, 0.45], [0.43, 0.46, 0.06], [0.02, 0.00, 0.15], [0.13, -0.04, -0.14], [-0.10, 0.08, -0.05], [0.28, -0.14, 0.11], [-0.20, 0.25, -0.01], [0.03, -0.27, 0.05], [0.12, 0.22, 0.00], [0.06, -0.02, -0.15], [0.11, 0.08, 0.00], [-0.01, -0.08, 0.00], [-0.24, -0.16, 0.34], [-0.35, -0.01, -0.03], [-0.18, -0.26, 0.04], [0.21, -0.28, 0.04], [0.27, 0.10, -0.03], [0.29, 0.25, -0.02]], "lowdin_charge": [-0.0049, -0.0320, -0.3654, 0.0899, -0.1412, -0.0743, -0.1842, -0.0282, 0.0810, -0.2023, -0.0221, -0.0914, -0.0944, -0.0259, -0.1333, 0.0679, 0.0446, -0.0525, 0.0493, -0.2003, -0.0162, -0.0669, -0.0522, -0.0591, 0.0008, -0.4473, 0.0128, 0.0213, 0.0999, 0.1007, 0.0919, 0.1757, 0.1234, 0.1196, 0.1262, 0.1594, 0.1085, 0.0993, 0.0971, 0.1037, 0.1588, 0.0650, 0.1307, 0.1170, 0.1107, 0.1129, 0.1137, 0.1109, 0.0990, 0.0922, 0.0721, 0.0994, 0.0770, 0.1005, -0.0898, -0.2364, -0.0934, -0.2449, -0.0889, -0.4776, -0.0167, -0.4350, -0.1441, -0.0445, -0.0995, -0.1159, -0.1076, -0.0459, -0.0504, -0.0099, 0.0664, 0.0640, 0.0660, 0.1017, 0.1085, 0.1067, 0.1066, 0.0659, 0.0779, 0.0655, 0.0568, 0.0976, 0.0948, 0.0917, 0.0898, 0.1020], "gap_ha": 0.11911, "total_charge": 0}


Number 1: strongest force on any atom 3.84 eV/Å, lowest unoccupied orbital energy -3.8 eV. Number 2: strongest force on any atom 2.75 eV/Å, lowest unoccupied orbital energy -2.5 eV.